[1]
9
Properties=species:S:1:pos:R:3 method="wB97M-V/def2-TZVPD" orbital_gap_ha="0.287 / 0.345" homo_energy_ev="-8.8973 / -9.2834" lumo_ev="-1.08 / 0.10" charge=0
C 1.19 0.74 1.22
C -0.65 -1.33 -0.73
C 0.23 1.16 0.31
N 1.91 0.28 2.00
F -1.96 -0.95 -0.81
F 0.62 1.59 -0.85
H -0.25 -1.44 0.30
H -0.22 -1.50 -1.78
H -0.86 1.45 0.35



[2]
15
Properties=species:S:1:pos:R:3 method="wB97M-V/def2-TZVPD" smiles=O[C@H]1C[C@@]2(O)C[C@@H]12 orbital_gap_ha=0.371 homo_energy_ev=-9.2499 lumo_ev=0.86 charge=0
O 2.20 0.22 -0.54
C 1.15 0.31 0.40
C 0.03 1.28 -0.04
C -0.96 0.13 0.11
O -2.20 0.31 0.71
C -0.60 -0.98 -0.80
C 0.15 -0.83 0.50
H 2.83 -0.44 -0.22
H 1.54 0.58 1.39
H -0.15 2.09 0.68
H 0.14 1.69 -1.05
H -2.87 -0.13 0.18
H -1.30 -1.82 -0.82
H -0.10 -0.80 -1.75
H 0.14 -1.62 1.25